(1)
15
Properties=species:S:1:pos:R:3:nbo_charge:R:1 method="wB97M-V/def2-TZVPD" s2=2.015 total_charge=+1 multiplicity=3 relative_energy_ev=1.164 lumo_energy_ev="-3.62 / -8.14" orbital_gap_ha="0.3067 / 0.2315"
C -0.3436 -2.1405 0.1589 -0.214
C 0.9050 -1.6821 0.0693 -0.147
C 0.0220 0.7407 -0.6794 0.351
C 1.1917 -0.3119 -0.1685 -0.405
N -1.3361 1.4561 0.5244 -0.874
O 0.5369 1.8450 -1.0389 -0.632
S 2.5592 0.5168 0.0971 0.396
H -0.4893 -3.1652 0.5729 0.233
H -1.2101 -1.5909 -0.2779 0.192
H 1.6509 -2.4327 0.4111 0.259
H -0.5251 0.0848 -1.3197 0.191
H -2.2247 1.4800 0.0915 0.417
H -1.2755 0.9922 1.4573 0.425
H -0.9765 2.4385 0.5679 0.428
H 1.5152 1.7693 -0.4661 0.381


(2)
51
Properties=species:S:1:pos:R:3:nbo_charge:R:1 method="wB97M-V/def2-TZVPD" s2=2.109 total_charge=+2 multiplicity=3 relative_energy_ev=1.561 lumo_energy_ev="-8.03 / -9.18" orbital_gap_ha="0.2434 / 0.2042"
W 0.0040 1.2905 1.0708 1.584
O -1.0719 -2.9089 0.9186 -0.524
C -2.2867 -2.9173 1.3685 0.455
C -2.8695 -4.1901 1.6644 -0.178
C -4.1629 -4.2502 2.0797 -0.184
C -4.9062 -3.0578 2.2123 -0.025
C -4.3315 -1.8004 1.9381 -0.117
C -3.0303 -1.6937 1.5392 -0.075
C -2.4188 -0.3240 1.3001 0.195
O -1.1253 -0.4101 0.7773 -0.811
N -2.3707 0.4855 2.5731 -0.460
N -1.0681 0.9922 2.7206 -0.410
C -0.1681 0.1030 3.2511 0.107
C 1.1159 0.3398 2.8635 -0.300
Br 1.3173 3.2787 1.3137 -0.008
C 2.4298 0.3992 3.0612 -0.003
C 3.4425 0.2141 2.0316 -0.144
C 3.2802 -0.7756 1.0534 -0.191
C 4.2436 -0.9452 0.0714 -0.241
C 5.3620 -0.1157 0.0507 -0.155
C 5.5350 0.8515 1.0295 -0.183
C 4.5898 1.0039 2.0355 -0.143
H -0.8396 -1.9518 0.6858 0.530
H -2.2558 -5.0693 1.5225 0.265
H -4.6277 -5.2011 2.2984 0.264
H -5.9372 -3.1057 2.5368 0.250
H -4.9337 -0.9092 2.0646 0.240
H -3.0721 0.2130 0.6012 0.206
H -2.9702 1.2984 2.4656 0.406
H -0.5372 -0.8314 3.6738 0.245
H 2.7868 0.6942 4.0483 0.257
H 2.4368 -1.4561 1.1199 0.215
H 4.1448 -1.7439 -0.6531 0.239
H 6.1141 -0.2480 -0.7154 0.244
H 6.4179 1.4758 1.0233 0.246
H 4.7341 1.7441 2.8126 0.235
C 0.5131 1.5324 -3.1630 -0.691
C 0.0996 1.5608 -1.7395 0.341
N 0.5592 0.7260 -0.8517 -0.251
O 1.2296 -0.3754 -1.3219 -0.518
C -0.8506 2.5477 -1.2368 0.157
C -1.1570 3.8321 -1.9061 -0.686
N -1.4245 2.2157 -0.0753 -0.100
O -2.3611 2.8597 0.4457 -0.396
H 0.6063 0.5114 -3.5257 0.280
H 1.5013 1.9944 -3.2535 0.277
H -0.1944 2.0834 -3.7766 0.258
H 2.0461 -0.4270 -0.7878 0.504
H -0.3483 4.1470 -2.5608 0.249
H -1.3450 4.5915 -1.1451 0.274
H -2.0784 3.7555 -2.4917 0.274


(3)
64
Properties=species:S:1:pos:R:3:nbo_charge:R:1 method="wB97M-V/def2-TZVPD" s2=0.811 total_charge=+3 multiplicity=2 relative_energy_ev=0.000 lumo_energy_ev="-11.97 / -12.00" orbital_gap_ha="0.1941 / 0.1905"
W -0.5849 -0.3611 0.0580 1.922
C 3.0377 -1.9836 -1.3363 -0.260
C 2.1197 -1.8623 -0.3324 0.036
N 1.0985 -1.0485 -0.7481 -0.386
N 1.3756 -0.6768 -2.0381 -0.317
C 2.5195 -1.2337 -2.4048 0.142
B 0.3590 0.1885 -2.8902 0.926
N 0.1937 1.5228 -2.1102 -0.316
C 0.2741 2.8076 -2.4284 0.156
C -0.0957 3.5841 -1.3164 -0.273
C -0.4189 2.6888 -0.3402 0.035
N -0.2409 1.4119 -0.8092 -0.387
N -1.0520 -0.5353 -2.8113 -0.314
C -1.8912 -0.8138 -3.8007 0.120
C -3.0376 -1.4323 -3.2906 -0.266
C -2.8347 -1.4961 -1.9410 0.036
N -1.6277 -0.9446 -1.6218 -0.462
N 0.8284 0.3109 -4.2752 -0.453
C 0.9812 -0.6766 -5.2250 -0.070
C 1.6634 -0.1392 -6.2715 -0.287
C 1.9136 1.1980 -5.8883 0.009
N 1.4259 1.4639 -4.6966 -0.298
H 3.9597 -2.5396 -1.3221 0.294
H 2.1241 -2.2739 0.6651 0.260
H 2.9112 -1.0810 -3.3999 0.283
H 0.6045 3.0862 -3.4178 0.311
H -0.1193 4.6590 -1.2603 0.294
H -0.7488 2.8577 0.6731 0.256
H -1.6365 -0.5636 -4.8192 0.282
H -3.8912 -1.7828 -3.8455 0.293
H -3.4796 -1.9048 -1.1806 0.245
H 0.5977 -1.6751 -5.0800 0.231
H 1.9421 -0.6250 -7.1904 0.272
H 2.4277 1.9669 -6.4428 0.249
C 2.7825 0.1208 3.0492 -0.596
C 1.8393 1.0772 3.7921 -0.265
C 1.6630 2.4014 3.0345 -0.594
C 0.5195 0.4332 4.1200 0.083
C 0.0991 0.2766 5.4275 -0.196
C -1.1189 -0.3226 5.7283 -0.065
C -1.9774 -0.8098 4.7083 -0.215
C -1.6270 -0.6653 3.3968 0.020
C -2.4709 -1.2011 2.2616 -0.288
C -1.8050 -2.3585 1.4894 -0.575
C -3.0474 -0.1003 1.3567 -0.565
C -0.3866 -0.0346 3.1105 0.204
O -0.0578 0.0902 1.8282 -0.533
H 3.7789 0.5597 3.0151 0.251
H 2.4603 -0.0364 2.0176 0.168
H 2.8638 -0.8430 3.5530 0.229
H 2.2977 1.3081 4.7549 0.245
H 1.2969 2.2328 2.0196 0.169
H 2.6289 2.8985 2.9554 0.249
H 0.9830 3.0779 3.5528 0.233
H 0.7322 0.6249 6.2332 0.259
H -1.4194 -0.4313 6.7630 0.261
H -2.9021 -1.3005 4.9861 0.252
H -3.3478 -1.6591 2.7251 0.287
H -0.8026 -2.2156 0.9891 0.147
H -2.4756 -2.7830 0.7432 0.257
H -1.5235 -3.1626 2.1721 0.311
H -2.3663 0.5398 0.7285 0.144
H -3.5197 0.6804 1.9553 0.303
H -3.7956 -0.4946 0.6714 0.257


(4)
59
Properties=species:S:1:pos:R:3:nbo_charge:R:1 method="wB97M-V/def2-TZVPD" s2=0.751 total_charge=-1 multiplicity=2 lumo_energy_ev="2.67 / 2.58" orbital_gap_ha="0.0648 / 0.3487"
F 11.2958 27.0871 7.2870 -0.326
C 9.9592 27.0500 7.1374 0.386
C 9.2248 25.9028 6.8919 -0.294
C 7.8214 25.9405 6.9187 -0.183
C 7.1756 27.1943 7.1223 -0.228
C 7.8977 28.3398 7.3401 -0.229
C 9.2526 28.2240 7.4694 -0.280
H 9.6614 24.9151 6.8762 0.255
H 7.2575 25.0204 6.8757 0.232
H 6.0978 27.1789 7.1905 0.208
H 7.4318 29.2452 7.7001 0.211
H 9.8178 29.1112 7.7140 0.211
F 3.8494 16.0123 8.3851 -0.321
C 2.7729 16.1977 9.1087 0.386
C 1.8072 15.2235 9.1550 -0.300
C 0.6397 15.4667 9.8546 -0.207
C 0.4957 16.6601 10.4858 -0.241
C 1.5288 17.5706 10.5583 -0.196
C 2.6531 17.4126 9.7357 -0.280
H 2.0111 14.3083 8.6192 0.218
H -0.1745 14.7605 9.9237 0.207
H -0.4836 16.8219 10.9114 0.204
H 1.3329 18.5249 11.0244 0.217
H 3.3640 18.2118 9.5866 0.255
C 4.9392 21.7970 9.0766 -0.520
Cl 5.7058 23.0836 8.0493 -0.128
Cl 3.5329 20.8837 8.4068 -0.113
H 5.6592 21.0153 9.3189 0.214
H 4.7209 22.1916 10.0689 0.176
C 1.3965 26.1046 7.2827 -0.735
C 2.0782 24.7389 7.4418 0.588
O 1.9368 23.9895 8.3884 -0.526
C 2.9834 24.3223 6.2789 -0.736
H 0.5184 25.9635 6.6525 0.228
H 2.1018 26.8005 6.8285 0.217
H 1.1272 26.6375 8.1946 0.229
H 3.2714 23.2762 6.3829 0.252
H 3.9286 24.8628 6.2266 0.237
H 2.3673 24.3505 5.3802 0.210
C 6.7038 16.2653 10.2874 -0.800
C 7.2901 17.3353 9.3620 0.532
O 7.0552 18.5323 9.5442 -0.559
C 8.0792 16.7567 8.2329 -0.773
H 7.4972 15.8165 10.8850 0.222
H 6.4060 15.4184 9.6692 0.211
H 5.9192 16.5138 11.0021 0.233
H 7.4127 16.1708 7.6000 0.228
H 8.9461 16.2236 8.6232 0.229
H 8.2859 17.6498 7.6432 0.240
C 9.2433 21.1021 9.6270 -0.865
C 9.8249 22.2462 8.8321 0.585
O 9.5732 22.4322 7.6596 -0.576
C 10.8280 23.0588 9.5427 -0.769
H 9.4398 21.1006 10.6992 0.207
H 9.5961 20.1600 9.2074 0.235
H 8.1608 21.2236 9.5898 0.245
H 10.2504 23.7616 10.1431 0.238
H 11.4355 23.6645 8.8702 0.220
H 11.4603 22.4195 10.1588 0.220


(5)
61
Properties=species:S:1:pos:R:3:nbo_charge:R:1 method="wB97M-V/def2-TZVPD" multiplicity=1 relative_energy_ev=4.390 lumo_energy_ev=-0.01 orbital_gap_ha=0.3340
C 0.0053 -1.1298 -3.8297 -0.230
C -1.4797 -0.7015 -4.1005 -0.408
C -2.1492 -0.0028 -2.9136 -0.433
C -2.1239 -0.8255 -1.6054 0.224
N -0.9427 -0.4653 -0.8862 -0.714
C -0.4084 -1.3585 0.1046 -0.417
N 0.7904 0.0584 -4.2419 -0.840
H 0.2850 -1.5535 -2.8276 0.181
H 0.3327 -1.9585 -4.5495 0.194
H -1.4528 0.0237 -4.9352 0.229
H -2.0184 -1.5980 -4.3585 0.200
H -1.5721 0.9398 -2.8812 0.204
H -2.2935 -1.9211 -1.7537 0.198
H -0.4033 0.3452 -1.1174 0.405
H -1.0821 -2.1609 0.3837 0.250
H 0.5066 -1.9064 -0.2954 0.155
H -0.1229 -0.7328 1.0156 0.181
H 1.7898 -0.1302 -4.1824 0.349
H 0.7853 0.7720 -3.5231 0.342
H 2.2886 -3.0655 -0.7323 0.474
H 2.8663 -3.7681 0.5440 0.509
O 2.1372 -3.7830 -0.1119 -0.991
H 0.3901 -3.7466 0.7164 0.508
H -0.4324 -4.5755 1.7374 0.476
O -0.3300 -3.6951 1.3639 -0.992
H 2.3579 1.5543 -0.2482 0.477
H 2.2708 0.8847 -1.5051 0.484
O 2.9607 1.0873 -0.8588 -0.951
H -2.5276 2.4402 -1.0345 0.495
H -3.2427 0.2259 -3.1320 0.233
O -1.8927 2.0720 -0.4039 -1.029
H -0.9125 -1.0620 4.3729 0.489
H -0.7940 0.0990 3.3646 0.499
O -1.4378 -0.4505 3.8450 -0.956
H -2.0381 1.0716 -0.5944 0.542
H -3.4599 -0.7950 -0.1393 0.502
O -3.2531 -0.1904 -0.8740 -0.776
H -0.2106 2.2624 -0.8248 0.510
H 0.5890 2.8474 -2.0773 0.501
O 0.5091 2.1031 -1.4690 -1.025
H 0.1162 3.4506 2.1969 0.503
H 0.1081 3.4877 3.6965 0.484
O 0.7215 3.3833 2.9582 -0.974
H 3.8158 -1.9699 1.6086 0.495
H 3.0333 -2.9383 2.3292 0.459
O 3.8746 -2.9279 1.8456 -0.962
H 1.1270 3.6948 0.1391 0.457
H 1.2957 4.8577 1.1310 0.482
O 1.4192 4.6089 0.2071 -0.940
H -2.6882 -1.1792 2.9203 0.496
H -2.5253 -2.4938 2.3142 0.465
O -3.1402 -1.7499 2.2409 -0.989
H -1.7927 2.9392 0.9988 0.501
H -2.5513 3.0434 2.2545 0.484
O -1.6773 3.3003 1.9124 -1.007
H 1.2713 1.8569 3.6401 0.491
H 2.3367 1.1568 4.3508 0.472
O 1.4775 0.9443 3.9513 -0.992
H 2.5036 -0.5846 1.5867 0.476
H 3.5825 0.1643 0.7082 0.511
O 3.4075 -0.2555 1.5683 -0.964


(6)
35
Properties=species:S:1:pos:R:3:nbo_charge:R:1 method="wB97M-V/def2-TZVPD" smiles=COC[C@H](C)N.O.O.O.O.O.O multiplicity=1 relative_energy_ev=2.074 lumo_energy_ev=-0.10 orbital_gap_ha=0.3373
O -11.1036 -26.3908 11.3285 -0.930
H -10.4783 -25.7423 11.6522 0.468
H -10.8543 -27.2042 11.7672 0.453
O -11.5953 -25.5096 8.9454 -0.960
H -10.6644 -25.3014 9.0251 0.484
H -11.9034 -24.9598 8.2249 0.442
O -9.1707 -24.8092 9.3477 -0.961
H -9.0085 -24.9898 10.2736 0.490
H -8.4402 -24.2513 9.0804 0.488
O -8.8743 -24.9710 12.0640 -0.968
H -8.8748 -25.0904 13.0137 0.494
H -8.1560 -24.3603 11.8992 0.495
O -6.5707 -21.6871 7.6669 -0.943
H -7.0984 -22.3410 7.2085 0.481
H -7.1200 -20.9033 7.6821 0.485
O -6.7095 -23.2596 9.9370 -0.993
H -6.5195 -22.6350 9.2371 0.499
H -6.0163 -23.1163 10.5814 0.475
C -4.5935 -28.8960 5.8238 -0.625
C -4.8014 -29.7023 7.1156 -0.063
C -5.4748 -28.8930 8.2792 -0.066
O -5.0077 -27.5802 8.3712 -0.549
C -5.8699 -26.6407 8.9758 -0.245
N -5.5373 -30.9466 6.8622 -0.808
H -5.5298 -28.3997 5.5688 0.197
H -4.3066 -29.4847 4.9524 0.219
H -3.8134 -28.1357 5.8628 0.227
H -3.8171 -29.9673 7.5016 0.176
H -5.3732 -29.4131 9.2317 0.159
H -6.5566 -28.8662 8.1480 0.151
H -6.1798 -26.8662 9.9962 0.163
H -6.7955 -26.5777 8.4036 0.172
H -5.3348 -25.6922 8.9299 0.194
H -6.2510 -30.6194 6.2268 0.346
H -5.9890 -31.2328 7.7190 0.351


In order of appearance, calculated total energy = -684.94800; -3935.04616; -1536.22428; -2202.03197; -1377.32863; -747.57921 a.u..